(1)
The following is a DFT calculation (ωB97M-V/def2-TZVPD) of an isolated molecule of C14H13N3O2.

Each line ends with the natural charge from an NBO analysis.
CARTESIAN COORDINATES (ANGSTROEM)
1 O -2.79 3.52 0.36  -0.59
2 C -2.28 2.42 0.33  0.69
3 C -2.11 1.51 1.53  -0.53
4 C -0.67 1.12 1.75  -0.04
5 C -0.33 -0.17 2.13  -0.20
6 C 0.99 -0.53 2.33  -0.28
7 C 2.00 0.40 2.15  0.29
8 O 3.31 0.09 2.32  -0.66
9 C 1.67 1.70 1.78  -0.26
10 C 0.35 2.05 1.59  -0.15
11 N -1.82 1.91 -0.85  -0.44
12 N -1.24 0.71 -0.95  -0.21
13 C -0.77 0.32 -2.07  0.02
14 C -0.12 -0.96 -2.20  -0.07
15 C 0.11 -1.79 -1.10  -0.16
16 C 0.73 -3.00 -1.29  -0.26
17 C 1.12 -3.35 -2.58  0.04
18 N 0.91 -2.58 -3.63  -0.41
19 C 0.31 -1.42 -3.45  0.04
20 H -2.49 2.05 2.40  0.25
21 H -2.71 0.62 1.37  0.24
22 H -1.11 -0.91 2.27  0.21
23 H 1.23 -1.54 2.62  0.21
24 H 3.40 -0.84 2.58  0.48
25 H 2.47 2.42 1.65  0.22
26 H 0.11 3.07 1.31  0.21
27 H -1.90 2.51 -1.67  0.38
28 H -0.84 0.94 -2.97  0.16
29 H -0.21 -1.46 -0.12  0.24
30 H 0.93 -3.67 -0.46  0.22
31 H 1.61 -4.29 -2.78  0.19
32 H 0.16 -0.82 -4.34  0.19

Its SMILES is O=C(Cc1ccc(O)cc1)N/N=C/c1cccnc1. The value obtained for the orbital gap is 8.60 eV. For the total energy, the calculation gives -856.0278 a.u. For the energy above the lowest of the compared OMol25 structures with the same formula, charge and spin, the calculation gives 167.3 kJ/mol. As for the molar mass: 255.3 g/mol.

(2)
The following is a DFT calculation (ωB97M-V/def2-TZVPD) of a cluster of 2 separate species, C5H9Cl3O3Si in total.

Each line ends with the natural charge from an NBO analysis.
CARTESIAN COORDINATES (ANGSTROEM)
1 C -0.53 -0.58 -0.08  0.47
2 C 0.32 0.46 0.01  0.02
3 C -0.32 -2.99 0.05  -0.24
4 C -2.59 0.21 0.79  -0.24
5 C 0.23 2.80 -0.32  -0.26
6 O 0.09 -1.80 -0.58  -0.53
7 O -1.87 -0.75 0.06  -0.50
8 O 0.00 1.65 0.47  -0.54
9 Si 2.82 0.13 -0.44  1.21
10 Cl 3.06 -0.73 -2.19  -0.34
11 Cl 3.46 -1.25 0.91  -0.36
12 Cl 3.96 1.75 -0.35  -0.34
13 H -1.30 -3.00 0.51  0.19
14 H 0.40 -3.25 0.70  0.17
15 H -0.33 -3.68 -0.81  0.19
16 H -2.54 1.29 0.51  0.18
17 H -2.25 0.26 1.74  0.18
18 H -3.61 -0.12 0.69  0.19
19 H 1.23 3.14 -0.39  0.18
20 H -0.22 3.75 0.02  0.20
21 H -0.02 2.72 -1.33  0.18

The value obtained for the orbital gap is 8.40 eV. For the total energy, the calculation gives -2091.6911 a.u. For the energy above the lowest of the compared OMol25 structures with the same formula, charge and spin, the calculation gives 137.0 kJ/mol. As for the molar mass: 251.6 g/mol.

(3)
The following is a DFT calculation (ωB97M-V/def2-TZVPD) of a structure of composition C34H16Cl84F8IN3O2P.

Each line ends with the Mulliken charge.
CARTESIAN COORDINATES (ANGSTROEM)
1 C -4.21 -1.68 -3.99  -1.14
2 C -4.90 -0.62 -4.93  -0.65
3 C -6.25 -0.01 -4.32  -0.38
4 I -7.83 -0.66 -5.61  0.17
5 C -6.11 1.48 -4.01  0.52
6 C -6.89 2.65 -4.19  -1.44
7 C -8.27 2.75 -4.84  0.81
8 F -9.17 1.88 -4.29  -0.26
9 F -8.85 3.97 -4.63  -0.25
10 C -8.22 2.64 -6.46  0.71
11 F -8.40 3.87 -6.97  -0.17
12 F -9.24 1.91 -6.96  -0.06
13 F -7.02 2.22 -6.90  -0.25
14 N -6.20 3.74 -3.68  0.75
15 P -6.57 5.46 -3.63  0.41
16 O -6.59 6.03 -5.00  -0.64
17 C -5.01 3.36 -3.13  -0.41
18 N -4.12 4.22 -2.50  -0.49
19 C -3.14 4.54 -3.31  0.92
20 C -1.72 4.65 -2.70  -0.97
21 C -3.29 4.81 -4.83  -1.09
22 N -4.99 2.03 -3.31  0.64
23 C -3.82 1.36 -2.76  -0.79
24 O -4.31 0.55 -1.66  -0.44
25 C -3.28 0.05 -0.93  0.75
26 F -2.45 -0.71 -1.67  -0.19
27 F -3.81 -0.77 0.00  -0.28
28 F -2.60 1.00 -0.26  -0.29
29 H -4.20 -2.65 -4.53  0.39
30 H -4.73 -1.83 -3.02  0.30
31 H -3.14 -1.39 -3.87  0.24
32 H -4.24 0.23 -5.20  0.32
33 H -5.13 -1.13 -5.89  0.71
34 H -6.38 -0.53 -3.35  0.50
35 H -7.90 5.55 -3.15  0.11
36 H -5.76 6.18 -2.72  0.16
37 H -1.18 5.41 -3.31  0.46
38 H -1.26 3.65 -2.79  0.27
39 H -1.79 4.99 -1.64  0.19
40 H -3.46 3.86 -5.39  0.22
41 H -2.32 5.23 -5.18  0.44
42 H -4.06 5.59 -5.03  0.32
43 H -3.08 2.06 -2.32  0.54
44 H -3.27 0.74 -3.50  0.28
45 C -0.37 3.86 1.60  0.30
46 Cl -1.37 5.32 1.75  -0.12
47 Cl -1.35 2.55 0.91  0.24
48 Cl 1.00 4.20 0.53  -0.08
49 Cl 0.23 3.37 3.20  -0.11
50 C -1.88 6.03 5.62  0.27
51 Cl -2.89 7.48 5.73  -0.05
52 Cl -2.83 4.69 4.97  -0.08
53 Cl -0.50 6.36 4.56  -0.07
54 Cl -1.29 5.60 7.24  -0.08
55 C 0.52 -3.12 -0.03  0.22
56 Cl 1.84 -4.01 0.74  0.04
57 Cl 0.88 -2.90 -1.76  -0.12
58 Cl -0.99 -4.04 0.14  -0.11
59 Cl 0.34 -1.54 0.74  -0.06
60 C 5.61 -3.87 -0.94  0.10
61 Cl 4.04 -3.37 -1.57  -0.03
62 Cl 5.35 -5.05 0.36  -0.06
63 Cl 6.56 -4.61 -2.23  0.13
64 Cl 6.47 -2.46 -0.30  -0.05
65 C -10.33 3.25 -10.15  0.28
66 Cl -11.59 2.17 -9.51  -0.08
67 Cl -10.37 4.80 -9.29  -0.09
68 Cl -8.74 2.49 -9.93  -0.09
69 Cl -10.62 3.52 -11.87  -0.09
70 C 2.41 -6.10 4.48  0.15
71 Cl 1.41 -4.64 4.58  -0.07
72 Cl 1.45 -7.43 3.82  0.04
73 Cl 3.80 -5.79 3.42  -0.05
74 Cl 3.00 -6.53 6.09  -0.08
75 C -0.88 -9.75 6.13  0.23
76 Cl -2.02 -9.81 7.48  -0.09
77 Cl 0.36 -8.53 6.45  0.02
78 Cl -0.11 -11.33 5.93  -0.09
79 Cl -1.74 -9.32 4.64  -0.08
80 C 9.67 -7.68 -3.26  0.24
81 Cl 10.78 -8.24 -4.52  -0.09
82 Cl 10.59 -7.35 -1.78  0.04
83 Cl 8.86 -6.20 -3.80  -0.10
84 Cl 8.46 -8.93 -2.94  -0.09
85 C -9.31 4.72 0.26  0.24
86 Cl -9.79 6.39 -0.05  -0.10
87 Cl -8.60 4.59 1.88  -0.08
88 Cl -10.71 3.66 0.14  -0.08
89 Cl -8.09 4.23 -0.95  0.00
90 C -1.57 10.82 7.79  0.27
91 Cl -2.68 10.78 9.17  -0.07
92 Cl -0.32 12.04 8.07  -0.07
93 Cl -0.80 9.23 7.60  0.01
94 Cl -2.47 11.21 6.31  -0.12
95 C 4.84 2.75 2.42  0.17
96 Cl 5.40 3.78 1.09  -0.11
97 Cl 5.81 3.07 3.87  -0.10
98 Cl 3.13 3.11 2.76  0.06
99 Cl 5.00 1.05 1.96  -0.04
100 C 13.93 -6.12 -0.19  0.36
101 Cl 15.04 -5.54 1.06  -0.10
102 Cl 14.75 -6.10 -1.76  -0.09
103 Cl 13.42 -7.77 0.19  -0.08
104 Cl 12.52 -5.06 -0.25  -0.09
105 C 9.13 2.60 0.06  0.26
106 Cl 10.74 2.06 0.53  -0.04
107 Cl 8.01 1.23 0.13  -0.01
108 Cl 8.57 3.86 1.18  -0.10
109 Cl 9.17 3.26 -1.58  -0.11
110 C -0.66 -5.79 9.13  0.23
111 Cl 0.62 -6.71 9.94  -0.09
112 Cl -0.24 -5.58 7.42  0.02
113 Cl -2.19 -6.67 9.26  -0.08
114 Cl -0.83 -4.20 9.90  -0.07
115 C 14.78 3.85 0.65  0.35
116 Cl 13.22 4.36 -0.02  -0.07
117 Cl 14.50 2.67 1.94  -0.10
118 Cl 15.76 3.12 -0.63  -0.09
119 Cl 15.62 5.26 1.31  -0.09
120 C 2.92 -2.11 10.97  0.31
121 Cl 1.53 -1.28 11.67  -0.10
122 Cl 2.41 -2.98 9.51  -0.02
123 Cl 4.17 -0.93 10.55  -0.10
124 Cl 3.57 -3.26 12.14  -0.09
125 C 11.90 -11.48 -2.02  0.25
126 Cl 12.51 -9.99 -1.29  -0.01
127 Cl 12.22 -11.47 -3.76  -0.09
128 Cl 12.72 -12.87 -1.28  -0.11
129 Cl 10.16 -11.60 -1.73  -0.08
130 C 5.59 -4.13 -6.05  0.28
131 Cl 6.90 -5.04 -5.28  -0.03
132 Cl 5.95 -3.90 -7.77  -0.10
133 Cl 4.07 -5.04 -5.88  -0.10
134 Cl 5.42 -2.55 -5.26  -0.09
135 C 1.42 11.16 12.03  0.31
136 Cl 0.02 11.99 12.74  -0.10
137 Cl 0.91 10.28 10.58  -0.02
138 Cl 2.65 12.36 11.59  -0.10
139 Cl 2.09 10.03 13.21  -0.10
140 C -12.99 3.44 -5.91  0.29
141 Cl -11.40 2.79 -5.47  -0.05
142 Cl -14.17 2.12 -5.95  -0.10
143 Cl -13.48 4.63 -4.69  -0.11
144 Cl -12.91 4.21 -7.50  -0.07
145 C -0.89 -11.66 1.08  0.26
146 Cl -2.44 -11.13 0.39  -0.10
147 Cl -1.19 -12.84 2.36  -0.08
148 Cl 0.10 -12.40 -0.19  -0.10
149 Cl -0.04 -10.26 1.75  0.01

The value obtained for the orbital gap is 8.04 eV. For the total energy, the calculation gives -41713.4254 a.u. As for the net charge: +1. As for the molar mass: 3786.4 g/mol.

(4)
The following is a DFT calculation (ωB97M-V/def2-TZVPD) of an isolated molecule of C4H8O2S.

Each line ends with the natural charge from an NBO analysis.
CARTESIAN COORDINATES (ANGSTROEM)
1 O 2.82 -0.65 -0.35  -0.50
2 C 1.65 -0.39 -0.55  0.41
3 C 0.85 0.32 0.52  -0.42
4 S 0.55 2.07 0.01  -0.05
5 C -0.43 -0.41 0.91  -0.43
6 C -1.45 -0.63 -0.20  -0.07
7 O -2.22 0.46 -0.60  -0.72
8 H 1.15 -0.67 -1.53  0.13
9 H 1.41 0.43 1.46  0.24
10 H 1.68 2.29 -0.69  0.14
11 H -0.12 -1.43 1.15  0.22
12 H -0.96 0.00 1.79  0.23
13 H -1.11 -1.18 -1.08  0.16
14 H -2.18 -1.27 0.28  0.18
15 H -1.65 1.07 -1.13  0.47

Its SMILES is O=C[C@@H](S)CCO. The value obtained for the orbital gap is 10.17 eV. For the total energy, the calculation gives -705.8415 a.u. For the energy above the lowest of the compared OMol25 structures with the same formula, charge and spin, the calculation gives 142.0 kJ/mol. As for the molar mass: 120.2 g/mol.

(5)
The following is a DFT calculation (ωB97M-V/def2-TZVPD) of an isolated molecule of C3H8N2OS.

Each line ends with the natural charge from an NBO analysis.
CARTESIAN COORDINATES (ANGSTROEM)
1 N -1.98 -1.13 1.25  -0.83
2 C -0.67 -1.35 0.88  0.77
3 O -0.04 -2.27 1.34  -0.63
4 N -0.28 -0.80 -0.34  -0.68
5 C 0.00 0.53 -0.86  -0.22
6 C 1.52 0.83 -0.80  -0.53
7 S 1.84 2.54 -0.29  -0.03
8 H -2.22 -1.49 2.15  0.40
9 H -2.47 -0.36 0.82  0.39
10 H 0.27 -1.51 -0.80  0.39
11 H -0.27 0.56 -1.92  0.20
12 H -0.71 1.18 -0.36  0.20
13 H 1.97 0.12 -0.12  0.23
14 H 1.88 0.71 -1.82  0.22
15 H 1.18 2.44 0.87  0.11

Its SMILES is NC(=O)NCCS. The value obtained for the orbital gap is 9.76 eV. For the total energy, the calculation gives -702.0454 a.u. For the energy above the lowest of the compared OMol25 structures with the same formula, charge and spin, the calculation gives 84.4 kJ/mol. As for the molar mass: 120.2 g/mol.

(6)
The following is a DFT calculation (ωB97M-V/def2-TZVPD) of an isolated molecule of C25H21N3O5.

Each line ends with the natural charge from an NBO analysis.
CARTESIAN COORDINATES (ANGSTROEM)
1 O -6.83 -1.80 0.20  -0.60
2 C -7.19 -0.89 0.90  0.79
3 O -8.23 -0.97 1.73  -0.68
4 C -6.56 0.48 0.91  -0.34
5 N -5.39 0.51 0.08  -0.61
6 C -4.21 1.00 0.56  0.67
7 O -4.14 1.55 1.63  -0.62
8 C -3.04 0.83 -0.34  -0.18
9 C -3.14 0.66 -1.72  -0.16
10 C -2.00 0.53 -2.49  -0.28
11 C -0.73 0.57 -1.92  0.28
12 N 0.35 0.44 -2.78  -0.62
13 C 1.70 0.39 -2.60  0.69
14 O 2.43 0.18 -3.55  -0.57
15 C 2.30 0.76 -1.27  0.10
16 C 2.53 2.04 -0.97  -0.24
17 C 3.21 2.53 0.23  -0.08
18 C 4.40 1.98 0.69  -0.18
19 C 5.01 2.45 1.84  -0.22
20 C 4.42 3.49 2.55  -0.21
21 C 3.25 4.06 2.10  -0.20
22 C 2.65 3.59 0.94  -0.19
23 N 2.68 -0.31 -0.46  -0.62
24 C 2.28 -1.59 -0.70  0.66
25 O 1.56 -1.88 -1.64  -0.59
26 C 2.82 -2.59 0.26  -0.08
27 C 3.00 -3.89 -0.21  -0.18
28 C 3.50 -4.87 0.63  -0.21
29 C 3.81 -4.57 1.94  -0.19
30 C 3.60 -3.29 2.42  -0.21
31 C 3.11 -2.30 1.59  -0.21
32 C -0.63 0.74 -0.54  -0.29
33 C -1.77 0.87 0.23  -0.13
34 H -8.63 -1.86 1.70  0.50
35 H -6.26 0.75 1.93  0.27
36 H -7.31 1.21 0.58  0.22
37 H -5.38 -0.16 -0.68  0.41
38 H -4.10 0.65 -2.21  0.21
39 H -2.10 0.41 -3.56  0.21
40 H 0.09 0.21 -3.73  0.41
41 H 2.15 2.80 -1.64  0.23
42 H 4.89 1.21 0.11  0.21
43 H 5.94 2.02 2.17  0.22
44 H 4.89 3.85 3.45  0.22
45 H 2.80 4.87 2.64  0.22
46 H 1.73 4.03 0.59  0.22
47 H 3.24 -0.09 0.35  0.42
48 H 2.75 -4.11 -1.24  0.24
49 H 3.65 -5.88 0.25  0.22
50 H 4.20 -5.33 2.60  0.22
51 H 3.83 -3.05 3.45  0.22
52 H 2.93 -1.31 1.99  0.21
53 H 0.33 0.77 -0.05  0.22
54 H -1.69 1.02 1.29  0.24

Its SMILES is O=C(O)CNC(=O)c1ccc(NC(=O)/C(=C/c2ccccc2)NC(=O)c2ccccc2)cc1. The value obtained for the orbital gap is 8.78 eV. For the total energy, the calculation gives -1505.8218 a.u. For the energy above the lowest of the compared OMol25 structures with the same formula, charge and spin, the calculation gives 26.4 kJ/mol. As for the molar mass: 443.5 g/mol.

(7)
The following is a DFT calculation (ωB97M-V/def2-TZVPD) of a cluster of 2 separate species, C9H14 in total.

Each line ends with the natural charge from an NBO analysis.
CARTESIAN COORDINATES (ANGSTROEM)
1 C 0.71 -0.59 1.29  -0.63
2 C -0.72 -1.16 0.96  0.01
3 C -1.74 -0.92 1.91  -0.23
4 C -3.04 -1.11 1.43  -0.19
5 C -3.23 -1.68 0.19  -0.24
6 C -2.24 -1.94 -0.71  -0.19
7 C -0.95 -1.49 -0.37  -0.23
8 H 0.51 0.47 1.43  0.22
9 H 1.35 -0.91 0.48  0.21
10 H 1.02 -1.10 2.20  0.21
11 H -1.42 -0.72 2.92  0.22
12 H -3.85 -0.86 2.10  0.21
13 H -4.28 -1.86 -0.09  0.21
14 H -2.35 -2.47 -1.64  0.21
15 H -0.16 -1.58 -1.10  0.21
16 C 2.63 1.88 -2.07  -0.62
17 C 2.37 2.62 -0.74  -0.61
18 H 3.58 2.32 -2.40  0.20
19 H 2.92 0.87 -1.79  0.20
20 H 1.92 1.96 -2.89  0.21
21 H 2.76 3.64 -0.71  0.20
22 H 1.31 2.51 -0.46  0.20
23 H 2.88 2.12 0.07  0.20

Its SMILES is Cc1ccccc1.CC. The value obtained for the orbital gap is 9.98 eV. For the total energy, the calculation gives -351.2916 a.u. For the energy above the lowest of the compared OMol25 structures with the same formula, charge and spin, the calculation gives 101.3 kJ/mol. As for the molar mass: 122.2 g/mol.

(8)
The following is a DFT calculation (ωB97M-V/def2-TZVPD) of the ion C3H9N4 with charge +1.

Each line ends with the natural charge from an NBO analysis.
CARTESIAN COORDINATES (ANGSTROEM)
1 N -2.23 -0.38 1.09  -0.84
2 C -1.18 -1.23 0.51  -0.05
3 N -0.17 -0.26 0.03  -0.10
4 N -0.15 0.86 0.57  0.17
5 N 0.71 1.62 0.14  -0.27
6 C 1.61 1.03 -0.91  -0.26
7 C 1.06 -0.43 -0.84  -0.27
8 H -1.88 0.30 1.81  0.39
9 H -3.02 -0.89 1.39  0.39
10 H -0.76 -1.95 1.20  0.20
11 H -1.52 -1.92 -0.34  0.23
12 H 0.81 2.62 0.24  0.44
13 H 2.62 1.18 -0.70  0.24
14 H 1.39 1.39 -1.87  0.23
15 H 0.86 -0.79 -1.85  0.25
16 H 1.84 -1.16 -0.47  0.25

Its SMILES is NC[N+]1=NNCC1. The value obtained for the orbital gap is 9.57 eV. For the total energy, the calculation gives -338.4058 a.u. For the energy above the lowest of the compared OMol25 structures with the same formula, charge and spin, the calculation gives 302.0 kJ/mol. As for the net charge: +1. As for the molar mass: 101.1 g/mol.